Density functional theory data (ωB97M-V with the def2-TZVPD basis set) for the molecule C4H4N2O2.

Structure (ORCA input):
```
! wB97M-V def2-TZVPD RIJCOSX def2/J DEFGRID3
* xyz 0 1
C 1.168 1.255 1.040
C 0.343 0.354 0.336
C -0.359 -0.349 -0.328
C -1.189 -1.260 -1.034
H 0.635 0.739 3.884
H 1.853 1.932 0.537
H -1.875 -1.921 -0.521
H -0.572 -0.674 -3.905
N 1.275 1.368 2.301
N -1.255 -1.384 -2.326
O 0.407 0.544 2.961
O -0.402 -0.540 -2.950
*
```

Calculated values
LUMO energy: -0.002 hartree
structure (SMILES): O/N=C\C#C/C=N\O

Density functional theory data (ωB97M-V with the def2-TZVPD basis set) for a cluster of 2 separate species, C4H4N2O2 in total.

Structure (ORCA input):
```
! wB97M-V def2-TZVPD RIJCOSX def2/J DEFGRID3
* xyz 0 1
C 1.170 -0.287 -0.013
C -0.920 0.744 -0.194
C -1.635 -1.276 0.289
C -0.216 -0.670 -0.397
H 2.261 -2.006 0.118
H 2.085 1.530 -0.646
H -1.809 -1.412 1.582
H -2.233 -2.029 -0.408
N 1.175 1.112 0.309
N -0.036 1.714 0.118
O 2.436 -0.995 -0.056
O -2.269 0.128 -0.162
*
```

Calculated values
LUMO energy: -0.006 hartree

Density functional theory data (ωB97M-V with the def2-TZVPD basis set) for the molecule C4H4N2O2.

Structure (ORCA input):
```
! wB97M-V def2-TZVPD RIJCOSX def2/J DEFGRID3
* xyz 0 1
C 0.447 1.217 -0.127
C -0.869 1.553 0.045
C 0.042 -1.333 -0.071
C -1.384 -1.286 -0.186
H 2.142 -1.287 -0.376
H 1.395 1.744 -0.375
H -1.596 0.826 0.641
H -1.135 2.622 -0.011
N 0.597 -0.199 0.132
N -2.560 -1.131 0.125
O 2.186 -0.364 0.163
O 0.735 -2.362 0.040
*
```

Calculated values
LUMO energy: -0.025 hartree
structure (SMILES): C=CN(O)C(=O)C#N

Density functional theory data (ωB97M-V with the def2-TZVPD basis set) for the molecule C4H4N2O2.

Structure (ORCA input):
```
! wB97M-V def2-TZVPD RIJCOSX def2/J DEFGRID3
* xyz 0 1
C 0.086 -0.458 -0.129
C -1.235 -0.246 0.532
C 1.097 -0.027 0.816
C 0.175 0.768 -1.037
H 0.847 -1.741 -1.345
H -1.213 0.764 1.093
H 1.464 -0.545 1.688
H -0.413 0.942 -1.900
N 1.420 1.271 0.680
N 0.905 1.715 -0.616
O 0.083 -1.710 -0.782
O -2.294 -0.857 0.647
*
```

Calculated values
LUMO energy: -0.027 hartree
structure (SMILES): O=CC1(O)C=NN=C1

Density functional theory data (ωB97M-V with the def2-TZVPD basis set) for a structure of composition C4H4N2O2.

Structure (ORCA input):
```
! wB97M-V def2-TZVPD RIJCOSX def2/J DEFGRID3
* xyz 0 1
C 0.318 0.444 -1.049
C 0.501 -0.839 0.779
C -1.354 -0.307 1.205
C -0.422 -0.020 0.112
H -0.634 1.619 -2.107
H 2.423 0.322 -1.171
H -1.411 0.663 1.866
H -2.353 -0.865 1.190
N 1.576 0.033 -0.752
N 1.723 -0.785 0.392
O 0.056 0.964 -2.286
O -0.422 -1.229 1.822
*
```

Calculated values
LUMO energy: 0.012 hartree

Density functional theory data (ωB97M-V with the def2-TZVPD basis set) for the molecule C4H4N2O3.

Structure (ORCA input):
```
! wB97M-V def2-TZVPD RIJCOSX def2/J DEFGRID3
* xyz 0 1
C 2.853 1.311 0.099
C 1.110 -1.293 -0.288
C 0.309 -0.242 -0.011
C -1.138 -0.665 0.433
N 0.437 1.088 0.161
N 2.960 -0.018 0.015
O 3.967 -0.713 0.258
O 1.596 -2.303 -0.457
O 1.580 1.731 0.110
H 3.611 2.066 0.009
H -1.833 -0.214 -0.273
H -1.484 -1.755 0.547
H -1.366 -0.160 1.338
*
```

Calculated values
LUMO energy (spin up / spin down): -0.042 / -0.054 hartree

Density functional theory data (ωB97M-V with the def2-TZVPD basis set) for the molecule C4H4N2O3.

Structure (ORCA input):
```
! wB97M-V def2-TZVPD RIJCOSX def2/J DEFGRID3
* xyz 0 1
C 0.583 1.998 0.635
C -0.642 1.211 0.574
C 1.535 1.173 0.112
C -0.199 -0.029 0.221
N -0.833 -1.391 0.042
N -0.699 -2.167 -1.065
O 0.024 -1.857 -1.998
O -1.375 -3.161 -0.995
O 1.111 -0.034 -0.055
H 0.491 2.970 0.955
H -1.634 1.632 0.796
H 2.506 1.494 -0.150
H -0.870 -1.839 0.927
*
```

Calculated values
LUMO energy: 0.019 hartree
structure (SMILES): O=[N+]([O-])Nc1ccco1

Density functional theory data (ωB97M-V with the def2-TZVPD basis set) for a structure of composition C4H4N2O3S.

Structure (ORCA input):
```
! wB97M-V def2-TZVPD RIJCOSX def2/J DEFGRID3
* xyz 0 1
C 2.644 1.186 -0.651
C 1.307 3.103 0.024
C -2.433 -0.638 0.445
C -2.863 -1.413 -0.556
N 3.322 0.258 -0.808
N 1.910 2.203 -0.467
O 0.653 3.905 0.505
O 1.016 -0.809 0.543
O 3.015 -2.104 1.075
S 2.155 -1.546 0.067
H -3.257 -0.347 1.163
H -1.378 -0.477 0.435
H -3.954 -1.556 -0.574
H -2.138 -1.765 -1.199
*
```

Calculated values
LUMO energy: -0.027 hartree

Density functional theory data (ωB97M-V with the def2-TZVPD basis set) for the molecule C4H4N2O3SSi.

Structure (ORCA input):
```
! wB97M-V def2-TZVPD RIJCOSX def2/J DEFGRID3
* xyz 0 1
C -2.134 -1.215 -0.161
C -0.041 0.323 -1.872
C -0.642 1.045 1.166
C 0.886 -1.529 0.660
N -3.111 -1.738 -0.453
N 1.038 1.917 -0.159
O 1.643 2.919 -0.281
O 0.591 -0.269 -2.700
O 0.139 2.090 0.925
Si -0.432 -0.438 -0.132
S -1.517 0.856 2.514
H -0.232 1.413 -2.077
H 0.823 -1.677 1.713
H 1.100 -2.533 0.155
H 1.889 -1.164 0.702
*
```

Calculated values
LUMO energy: -0.064 hartree
structure (SMILES): C[Si@](C#N)(C=O)C(=S)ON=O

Density functional theory data (ωB97M-V with the def2-TZVPD basis set) for a cluster of 2 separate species, C4H4N2O4P in total.

Structure (ORCA input):
```
! wB97M-V def2-TZVPD RIJCOSX def2/J DEFGRID3
* xyz -1 1
C 1.288 -1.177 -0.575
C 1.458 1.129 -0.635
C 0.553 -1.097 0.592
C 0.782 1.192 0.521
N 1.710 -0.050 -1.170
N 0.153 0.078 1.084
O -3.794 -0.094 -0.402
O -1.581 -1.411 -0.569
O -1.592 1.176 -0.431
O -0.637 0.166 2.032
P -2.323 -0.124 -0.335
H 1.385 -2.084 -1.065
H 1.802 1.912 -1.205
H 0.160 -1.862 1.168
H 0.636 2.245 0.990
*
```

Calculated values
LUMO energy: 0.126 hartree

Density functional theory data (ωB97M-V with the def2-TZVPD basis set) for the molecule C4H4N2OS.

Structure (ORCA input):
```
! wB97M-V def2-TZVPD RIJCOSX def2/J DEFGRID3
* xyz 0 1
C -1.487 -0.134 -0.345
C 1.357 -0.318 0.772
C 0.899 0.824 -0.111
C -0.643 1.182 -0.141
H -0.741 -2.149 -0.536
H 0.528 -0.900 1.492
H 2.397 -0.649 0.972
H 1.454 1.654 -0.651
N -0.502 -1.052 -0.722
N 0.805 -0.565 -0.667
O -1.039 2.306 -0.215
S -3.028 -0.199 0.152
*
```

Calculated values
LUMO energy: -0.023 hartree
structure (SMILES): O=C1C(=S)NN2C[C@H]12

Density functional theory data (ωB97M-V with the def2-TZVPD basis set) for a structure of composition C4H4N2OS.

Structure (ORCA input):
```
! wB97M-V def2-TZVPD RIJCOSX def2/J DEFGRID3
* xyz 0 1
C -0.620 -0.572 -1.340
C -0.162 -0.160 -0.051
C -0.997 0.331 0.981
C 1.375 0.144 -0.033
H -1.339 0.535 -2.086
H -1.604 -1.672 -0.963
H 0.549 -0.985 -2.061
H -2.191 0.469 0.879
N -0.273 0.726 2.248
N 0.956 0.483 2.441
O 1.836 0.330 1.264
S 2.469 0.371 -1.279
*
```

Calculated values
LUMO energy: -0.054 hartree

Let's list maximum force in order: 1.7; 7.1; 9.0; 5.2; 4.1; 3.0; 5.4; 3.4; 2.6; 4.2; 4.2; 4.9 eV/Å.
Let's list energy above the lowest of the compared OMol25 structures with the same formula, charge and spin in order: 136.42; 209.95; 134.33; 89.80; 107.57; 178.82; 126.38; 54.11; 0.00; 0.00; 92.42; 201.72 kcal/mol.